Here is C26H24CoN8S2 as an isolated structure from the OMol25 dataset. Energies are from ωB97M-V/def2-TZVPD.

Calculated values
Charge ... +1
E_LUMO ... -3.297 eV
Frontier orbital gap ... 7.31 eV
Relative energy (zero: lowest compared OMol25 entry of this formula, charge and spin) ... 135.8 kJ/mol

Element x y z (Å)
Co (-0.83, 0.57, -0.08)
C (-2.18, 0.17, 3.95)
C (-1.06, 0.33, 4.75)
C (0.16, 0.46, 4.13)
C (0.25, 0.50, 2.73)
N (-0.85, 0.37, 1.96)
C (-2.03, 0.18, 2.59)
N (1.53, 0.64, 2.27)
C (1.86, 0.78, 1.05)
N (1.05, 0.86, -0.07)
C (1.87, 0.89, -1.18)
N (1.55, 0.87, -2.41)
C (0.27, 0.78, -2.90)
C (0.18, 0.88, -4.29)
C (-1.03, 0.80, -4.93)
C (-2.16, 0.58, -4.16)
C (-2.01, 0.46, -2.80)
N (-0.83, 0.58, -2.14)
C (3.28, 0.94, -0.75)
C (4.45, 1.05, -1.46)
C (5.63, 1.11, -0.74)
C (5.63, 1.04, 0.66)
C (4.44, 0.91, 1.37)
C (3.27, 0.87, 0.63)
H (-3.17, 0.05, 4.38)
H (-1.13, 0.33, 5.83)
H (1.08, 0.55, 4.69)
H (-2.89, 0.04, 1.96)
H (1.11, 1.02, -4.83)
H (-1.09, 0.91, -6.00)
H (-3.14, 0.49, -4.60)
H (-2.87, 0.25, -2.19)
H (4.44, 1.10, -2.54)
H (6.58, 1.21, -1.26)
H (6.57, 1.09, 1.19)
H (4.42, 0.86, 2.45)
S (-3.23, 0.97, -0.08)
C (-2.53, 2.53, 0.00)
C (-3.17, 3.77, 0.05)
C (-2.39, 4.90, 0.11)
C (-1.00, 4.80, 0.11)
C (-0.43, 3.55, 0.05)
N (-1.20, 2.45, 0.00)
H (-4.25, 3.81, 0.05)
H (-2.86, 5.88, 0.15)
H (-0.36, 5.67, 0.15)
H (0.64, 3.39, 0.05)
C (-1.64, -5.15, 1.56)
N (-1.31, -3.83, 1.04)
C (-0.62, -3.47, -0.04)
S (-0.28, -1.83, -0.35)
N (-0.12, -4.34, -0.92)
C (-0.27, -5.79, -1.03)
H (-2.24, -5.02, 2.45)
H (-0.74, -5.70, 1.84)
H (-2.21, -5.74, 0.85)
H (-1.58, -3.04, 1.61)
H (0.37, -3.88, -1.67)
H (0.12, -6.30, -0.16)
H (0.31, -6.11, -1.89)
H (-1.31, -6.08, -1.20)

Löwdin atomic charge list, values in e, 6 entries:
1 Co 0.2907
2 C -0.0501
3 C -0.0442
4 C 0.0037
5 C -0.2900
6 N 0.0518

Here is one molecule with the formula C3H4N2O3 from the OMol25 dataset. Energies are from ωB97M-V/def2-TZVPD.

Calculated values
E_LUMO ... 0.100 eV
Frontier orbital gap ... 10.00 eV
Relative energy (zero: lowest compared OMol25 entry of this formula, charge and spin) ... 549.9 kJ/mol

Element x y z (Å)
C (-2.83, -1.05, -0.26)
C (0.12, 0.92, 0.08)
C (2.34, -0.51, -0.16)
H (-2.54, -2.03, 0.05)
H (-3.89, -0.59, -0.55)
H (1.86, 1.51, 0.57)
H (3.41, -0.24, -0.77)
N (-1.95, -0.07, 0.05)
N (1.42, 0.70, 0.41)
O (-0.65, -0.24, 0.68)
O (-0.33, 1.98, -0.49)
O (1.86, -1.65, -0.25)

Löwdin atomic charge list, values in e, 6 entries:
1 C 0.0194
2 C -0.3981
3 C -0.1204
4 H 0.0489
5 H 0.1186
6 H 0.0589